Entry 1:
72
Properties=species:S:1:pos:R:3:forces:R:3 method="wB97M-V/def2-TZVPD" spin_multiplicity=3 homo_lumo_gap_ev="6.884 / 4.973" homo_energy_ev="-10.235 / -10.407" relative_energy_ev=0.000 total_charge=+1 max_force_ev_per_a=0.55
Au -1.29726 1.89587 -0.67950 0.147 -0.340 -0.411
Cl 2.97226 5.22292 4.08246 -0.006 -0.019 -0.010
C 2.01329 4.07919 3.25249 -0.004 0.022 0.011
C 1.87422 2.81236 3.79160 0.010 -0.039 0.029
C 1.10785 1.84921 3.16006 0.017 0.106 -0.016
I 0.88171 -0.02208 3.96756 0.017 -0.106 0.022
C 0.43332 2.13246 1.91625 -0.061 -0.085 -0.026
O -0.23883 1.26993 1.32573 0.068 0.073 0.078
C 0.57747 3.49782 1.37672 -0.012 -0.019 0.006
N -0.08450 3.75900 0.24498 0.019 0.112 0.121
C 0.00653 4.96316 -0.28778 -0.021 -0.008 -0.027
C 0.77229 5.98206 0.28499 0.011 0.012 0.002
C 1.45356 5.73165 1.45022 -0.046 -0.024 -0.033
C 1.36220 4.45603 2.03056 0.018 0.012 -0.031
H 2.37263 2.58781 4.72428 0.002 -0.021 0.000
H -0.55350 5.12626 -1.20086 -0.001 0.013 -0.004
H 0.81473 6.95172 -0.18948 0.002 0.005 0.000
H 2.04777 6.50054 1.92277 0.012 0.002 0.004
S -2.71552 2.68964 -2.52985 -0.060 -0.077 0.022
C -3.91867 1.96183 -1.52276 0.145 0.023 -0.026
N -3.49263 1.42062 -0.41133 -0.123 0.261 0.102
C -4.52450 0.88740 0.34312 -0.012 -0.066 -0.027
C -4.40139 0.25953 1.57954 -0.021 0.009 -0.015
C -5.54480 -0.22369 2.18436 -0.027 0.009 0.009
C -6.79611 -0.08811 1.57424 0.009 -0.010 0.012
C -6.92764 0.53763 0.34872 0.007 -0.007 0.012
C -5.77854 1.02633 -0.26182 -0.020 -0.031 0.026
S -5.62154 1.85667 -1.78853 0.031 -0.013 0.022
H -3.42940 0.17323 2.04901 0.018 -0.004 -0.011
H -5.47507 -0.70830 3.14895 -0.003 -0.008 -0.001
H -7.67583 -0.47500 2.06969 -0.004 -0.002 0.003
H -7.89718 0.64260 -0.11848 -0.005 0.007 -0.006
C 0.17194 -3.37876 -2.85325 0.053 -0.010 -0.014
C -1.32596 -3.17004 -2.65868 -0.041 0.015 -0.028
C -1.77423 -3.03299 -1.20524 -0.039 -0.036 0.021
C -1.42895 -1.71399 -0.52630 0.025 0.065 -0.003
N -0.00379 -1.53798 -0.24530 0.098 0.089 0.001
C 0.84638 -0.65721 -0.81123 -0.052 -0.020 0.003
Se 0.43251 0.57734 -2.15553 -0.098 0.144 0.100
N 2.06634 -0.82560 -0.26072 -0.008 -0.028 -0.113
C 3.29005 -0.08847 -0.57597 -0.016 0.001 0.014
C 4.33722 -0.95685 -1.26874 0.025 0.007 0.011
C 3.94332 -1.44172 -2.66153 -0.011 -0.013 0.015
C 3.95330 -0.33947 -3.71344 0.010 0.002 -0.008
C 1.99761 -1.82934 0.69439 -0.054 -0.033 0.078
C 2.95602 -2.35505 1.55106 -0.023 0.020 0.054
C 2.53164 -3.32813 2.43693 0.002 0.006 0.021
C 1.19866 -3.75738 2.47117 -0.002 -0.019 -0.003
C 0.24690 -3.23637 1.61326 0.025 0.020 0.000
C 0.67706 -2.26473 0.71865 0.069 -0.079 0.019
H 0.38363 -3.73458 -3.86143 0.003 0.008 -0.006
H 0.56392 -4.12038 -2.15249 -0.004 -0.012 0.001
H 0.73248 -2.45386 -2.72061 0.012 0.012 0.013
H -1.85816 -4.02140 -3.08789 0.001 -0.005 0.014
H -1.65423 -2.29073 -3.22113 0.003 -0.008 -0.004
H -1.38616 -3.87162 -0.61931 0.013 0.006 -0.010
H -2.86387 -3.11136 -1.16124 0.007 0.007 0.004
H -1.94498 -1.62769 0.43229 -0.031 0.011 0.005
H -1.73838 -0.87643 -1.14755 -0.011 0.040 -0.024
H 3.67677 0.29490 0.37118 0.027 0.014 -0.007
H 2.99730 0.76055 -1.19135 0.000 -0.014 -0.006
H 4.57351 -1.81097 -0.62987 -0.019 0.003 -0.032
H 5.25312 -0.36314 -1.33625 0.002 0.007 0.010
H 2.95956 -1.91857 -2.61874 -0.034 0.006 -0.012
H 4.63805 -2.22946 -2.95868 0.013 0.003 0.009
H 3.22390 0.44079 -3.49575 -0.033 0.028 0.021
H 3.71611 -0.73768 -4.69965 -0.012 -0.007 0.003
H 4.93877 0.12677 -3.77340 0.006 -0.002 -0.002
H 3.98234 -2.01598 1.54034 -0.008 -0.004 0.004
H 3.24473 -3.76618 3.12183 -0.002 -0.005 0.001
H 0.90896 -4.52142 3.17959 0.003 -0.003 0.006
H -0.78031 -3.57112 1.64265 -0.006 -0.002 0.003

Entry 2:
52
Properties=species:S:1:pos:R:3:forces:R:3 method="wB97M-V/def2-TZVPD" spin_multiplicity=1 homo_lumo_gap_ev="5.794 / 5.807" homo_energy_ev="-10.514 / -10.528" relative_energy_ev=0.000 total_charge=+1 max_force_ev_per_a=3.96
O 0.35581 -2.79110 -3.22032 -0.204 -1.242 0.538
H 0.58204 -3.71414 -3.34967 -0.103 -0.299 -0.253
Ga 0.22274 -0.66510 0.24299 -1.670 0.226 -2.078
N -0.88887 -2.08556 0.74838 -3.493 -0.268 -0.832
N -1.13525 -0.43500 -1.18711 -2.592 -2.707 0.093
N 1.69160 -0.73935 1.43753 2.738 0.689 0.838
N 1.27107 0.83579 -0.47988 2.929 1.718 0.437
O -0.49777 -2.97131 1.61046 0.522 -0.298 0.606
O 1.89466 -1.89026 2.18721 0.138 1.164 -0.184
O 0.82107 1.75436 -1.35117 0.017 -0.898 0.525
O -1.23301 0.51744 -2.06418 0.740 1.168 -0.355
C -2.21774 -1.21182 -0.96685 2.235 2.756 -1.212
C -2.06545 -2.16225 0.08072 2.449 -0.885 2.490
C 2.65737 0.17336 1.26196 -1.915 -2.986 1.770
C 2.37247 1.12170 0.22001 -2.831 0.804 -2.008
C -3.05284 -3.18709 0.49091 -0.271 -0.188 -0.199
H -2.77697 -4.17681 0.10222 -0.059 0.146 0.157
H -4.04779 -2.93416 0.11377 0.169 -0.112 0.090
H -3.08210 -3.24470 1.58394 0.071 -0.083 -0.191
C -3.44116 -0.90309 -1.73698 -0.519 -0.392 -0.107
H -3.19995 -0.68705 -2.78347 0.005 -0.019 0.276
H -3.93454 -0.01493 -1.31589 0.050 -0.166 -0.174
H -4.14205 -1.73828 -1.69105 -0.021 0.166 -0.057
C 3.80111 0.25753 2.19001 0.725 -0.172 -0.241
C 3.04007 2.43040 0.04063 0.470 0.258 0.039
H 4.02973 -0.72193 2.61858 -0.080 0.201 -0.052
H 3.56002 0.94915 3.00835 -0.046 -0.096 -0.141
H 4.68235 0.64832 1.67610 -0.040 -0.053 0.145
H 2.72417 2.88245 -0.90650 0.162 -0.156 0.318
H 4.13063 2.31918 0.05682 -0.213 0.118 0.019
H 2.75158 3.11263 0.86147 0.117 -0.236 -0.258
H 1.01034 -2.39913 2.12401 -0.224 0.154 -0.041
H -0.07639 1.28042 -1.74079 -0.225 0.035 -0.369
C 1.02980 -1.97016 -4.16373 0.659 0.178 0.887
H 0.70153 -2.05398 -5.19113 -0.391 -0.155 -0.074
H 2.11582 -2.15136 -4.11245 -0.300 0.284 -0.080
H 0.74651 -1.04388 -3.70135 0.459 1.194 -0.758
O 1.28807 -2.16155 -0.67241 0.570 -0.629 -0.885
H 0.98370 -2.50551 -1.55821 -0.081 0.225 0.166
H 1.45028 -2.91998 -0.08242 -0.161 0.203 -0.245
N -1.29819 6.17370 2.82461 0.067 -2.025 -0.771
C -1.26757 5.08455 2.41043 -0.103 1.788 0.563
C -1.21761 3.72936 1.91079 0.144 -0.082 -0.029
C -2.09432 3.27991 0.92014 -0.189 -0.186 -0.092
C -1.97131 1.97158 0.44580 0.431 0.304 0.183
N -1.02196 1.14510 0.91812 -0.283 -0.334 1.188
C -0.29086 1.53227 1.96759 0.288 0.893 0.125
C -0.28320 2.83700 2.44372 -0.076 -0.372 0.136
H -2.85984 3.93525 0.49731 0.300 -0.226 0.235
H -2.63409 1.60825 -0.33789 0.413 0.004 0.064
H 0.37651 0.78224 2.40901 -0.349 0.523 -0.106
H 0.43977 3.11755 3.20990 -0.427 0.068 -0.096

Entry 3:
34
Properties=species:S:1:pos:R:3:forces:R:3 method="wB97M-V/def2-TZVPD" spin_multiplicity=3 homo_lumo_gap_ev="6.901 / 6.922" homo_energy_ev="-4.299 / -4.323" relative_energy_ev=0.487 total_charge=-1 max_force_ev_per_a=0.38
Pd -0.44363 -0.75900 -1.94377 -0.166 -0.010 -0.185
N 1.80409 -0.32518 -2.00306 -0.066 0.027 -0.064
C 1.96065 1.09077 -1.67400 -0.043 -0.013 -0.014
C 0.95932 1.94038 -2.45541 0.031 0.022 0.016
N -0.40778 1.53448 -2.14438 0.018 -0.065 0.010
H 2.27279 -0.94023 -1.35124 -0.036 0.011 0.038
H 2.08169 -0.57000 -2.94790 0.054 0.038 0.006
H 2.97422 1.46293 -1.86001 -0.008 0.017 -0.021
H 1.74957 1.19089 -0.60728 0.004 -0.006 0.003
H 1.11503 1.79810 -3.52755 0.001 -0.028 0.001
H 1.15191 2.99731 -2.23734 0.004 -0.005 -0.002
H -1.10257 1.79912 -2.82881 0.036 0.061 -0.007
H -0.71192 1.80131 -1.21596 0.019 0.005 0.003
C -0.81331 1.26075 3.17207 -0.004 -0.004 -0.001
C -0.25041 -0.11170 2.77890 -0.006 0.008 0.008
C 1.21258 -0.20559 3.23307 -0.001 0.003 -0.013
C -1.06631 -1.21015 3.47348 -0.007 -0.001 -0.001
C -0.33416 -0.28859 1.31830 0.014 0.069 0.003
C -0.44160 -0.48256 0.12204 0.045 -0.137 0.064
H -0.76745 1.39705 4.25655 0.000 0.001 0.004
H -1.85151 1.35149 2.85133 -0.002 -0.001 0.002
H -0.24064 2.05940 2.69719 0.003 0.001 -0.002
H 1.28583 -0.08756 4.31814 -0.001 0.000 0.005
H 1.81076 0.57416 2.75790 0.001 0.002 0.001
H 1.63505 -1.17219 2.95654 -0.001 -0.004 0.004
H -1.01644 -1.09361 4.56029 0.000 -0.001 0.004
H -0.68230 -2.19512 3.20707 0.004 -0.001 -0.001
H -2.10984 -1.16270 3.16173 -0.002 0.002 0.000
Se -5.28678 -1.55806 -3.33305 0.270 0.085 0.087
C -3.63011 -1.01441 -2.84990 -0.333 0.076 -0.105
N -2.57970 -0.61417 -2.54931 0.191 -0.317 0.073
O 1.09493 -3.60411 -2.57587 -0.110 -0.072 0.022
N 0.30942 -2.70192 -2.81407 0.069 0.231 0.051
O 0.31862 -2.16129 -3.94570 0.022 0.005 0.009